[1]
{"formula": "C25H22NO4STi", "method": "the ωB97M-V functional and the def2-TZVPD basis", "elements": ["C", "C", "C", "H", "C", "C", "H", "H", "H", "H", "C", "C", "C", "H", "C", "C", "H", "H", "H", "H", "Ti", "O", "C", "C", "H", "H", "H", "H", "C", "C", "C", "H", "C", "H", "C", "H", "C", "H", "O", "S", "O", "N", "C", "O", "C", "C", "C", "C", "C", "C", "H", "H", "H", "H"], "positions_angstrom": [[1.2588, -1.9996, 1.4645], [-0.0691, -2.2730, 1.0009], [-0.1579, -1.8411, -0.3683], [-0.8480, -2.8132, 1.5415], [1.1318, -1.3030, -0.7436], [1.9935, -1.3819, 0.4050], [3.0436, -1.1068, 0.4253], [1.6653, -2.2658, 2.4393], [-1.0217, -1.9430, -1.0140], [1.4176, -0.9759, -1.7370], [-0.3955, 2.2165, 0.2816], [0.2359, 2.3249, 1.5666], [1.5964, 1.9136, 1.4626], [-0.2238, 2.7237, 2.4586], [1.8364, 1.5475, 0.0982], [0.6164, 1.7725, -0.6376], [0.4976, 1.7008, -1.7041], [-1.4094, 2.5034, 0.0287], [2.3313, 1.9429, 2.2588], [2.7891, 1.2698, -0.3259], [0.2329, 0.0795, 0.7356], [0.1858, 0.1526, -2.8235], [-0.8349, -0.3784, -3.5630], [0.3373, -0.7281, -4.4379], [-1.3040, -1.2276, -3.0773], [-1.5129, 0.3404, -4.0200], [0.8464, -1.6616, -4.2340], [1.6532, -1.6459, -6.5815], [1.2855, -0.6330, -6.7249], [0.6567, 0.0322, -5.6353], [0.2195, 1.3669, -5.8141], [-0.2104, 1.8903, -4.9620], [0.3569, 1.9810, -7.0505], [-0.0106, 2.9916, -7.1833], [0.9232, 1.3023, -8.1366], [1.0037, 1.7964, -9.1165], [1.4006, -0.0075, -7.9471], [1.8379, -0.5259, -8.7856], [-1.8601, 2.7020, 6.0657], [-0.7978, 1.7838, 5.7834], [0.4668, 1.9490, 6.4804], [-0.5857, 1.5442, 4.1738], [-0.8661, 0.3220, 3.7316], [-0.6726, -0.0495, 2.5013], [-1.3806, -0.5588, 4.7957], [-1.8115, -1.8959, 4.7396], [-2.1847, -2.5185, 5.9291], [-2.1276, -1.8327, 7.1552], [-1.7287, -0.4879, 7.1967], [-1.3583, 0.1172, 6.0058], [-1.8459, -2.3979, 3.7712], [-2.5123, -3.5532, 5.9238], [-2.4182, -2.3362, 8.0823], [-1.6718, 0.0752, 8.1213]], "forces_ev_per_a": [[-0.253, -0.078, -0.598], [0.863, -0.121, -1.125], [0.763, -0.726, 0.062], [0.218, 0.565, -0.072], [0.272, -1.491, 0.428], [-0.929, -0.946, -0.489], [-0.316, 0.066, 0.098], [-0.254, 0.321, -0.197], [0.136, -0.067, 0.109], [-0.093, -0.001, 0.670], [1.147, 0.497, 0.210], [0.419, 0.643, -1.107], [-0.832, 0.332, -0.682], [0.057, -0.438, -0.206], [-0.970, 1.165, -0.063], [0.407, 0.777, 0.360], [0.055, -0.006, 0.227], [0.176, -0.036, 0.078], [-0.215, -0.215, -0.046], [-0.089, -0.143, 0.002], [1.050, 0.283, 1.861], [1.029, -0.674, -3.508], [0.124, -0.841, -0.780], [-0.933, 1.249, 2.763], [-0.460, -0.070, -0.056], [-0.327, -0.014, 0.069], [0.020, 0.137, 0.098], [-0.075, 0.112, -0.050], [-0.427, 0.357, 1.136], [0.188, 0.551, -0.803], [0.261, -0.837, 0.116], [0.076, -0.048, -0.224], [0.078, -0.163, -0.329], [0.075, 0.001, 0.021], [0.083, -0.210, 0.311], [-0.023, -0.322, 0.554], [-0.311, 0.873, -0.433], [0.128, -0.121, -0.057], [-0.172, 0.442, 0.139], [0.912, -1.808, -1.460], [-0.776, 0.175, -0.370], [0.203, 0.752, 0.604], [0.850, 0.767, -2.508], [-1.723, 0.112, 4.033], [-0.296, -1.009, 0.458], [0.209, 0.692, -0.040], [0.098, 0.240, 0.286], [-0.057, 0.303, -0.115], [0.024, -0.513, -0.308], [-0.479, -0.655, 1.002], [0.040, 0.067, 0.336], [0.020, 0.083, -0.049], [0.111, 0.123, -0.369], [-0.082, -0.132, 0.014]], "homo_ha": [-0.0726, -0.1649], "s_squared": 2.01, "total_charge": -1, "molar_mass_da": 480.39, "multiplicity": 3, "energy_ev": -69910.9867}

---

[2]
{"formula": "C25H18F4MnNO5", "method": "the ωB97M-V functional and the def2-TZVPD basis", "elements": ["Mn", "C", "C", "C", "C", "C", "C", "C", "F", "C", "C", "C", "O", "C", "C", "N", "C", "C", "O", "O", "H", "H", "H", "H", "H", "H", "H", "H", "H", "H", "H", "C", "C", "O", "O", "H", "H", "H", "F", "C", "F", "F", "C", "C", "C", "C", "C", "C", "C", "C", "H", "H", "H", "H"], "positions_angstrom": [[1.0603, 1.6729, -1.3677], [3.7394, -2.4410, 4.4069], [2.2172, -2.3335, 4.3022], [1.4787, -3.6379, 4.5824], [1.8417, -4.6808, 3.5358], [1.6301, -4.1231, 2.1584], [1.4069, -4.9764, 1.0981], [1.1804, -4.4653, -0.1744], [0.9538, -5.3282, -1.1787], [1.1737, -3.1133, -0.4184], [1.4062, -2.2261, 0.6387], [1.4451, -0.7882, 0.3724], [1.3446, -0.3548, -0.8040], [1.6399, 0.0346, 1.5269], [1.8445, -0.5364, 2.7506], [1.8622, -1.8548, 2.9727], [1.6351, -2.7319, 1.9379], [1.6801, 1.5535, 1.4821], [2.0429, 2.1600, 2.4713], [1.3116, 2.0884, 0.3755], [4.0175, -2.8393, 5.3792], [4.1821, -1.4522, 4.3018], [4.1513, -3.0788, 3.6283], [1.8834, -1.5766, 5.0197], [0.4055, -3.4420, 4.5403], [1.7196, -3.9864, 5.5861], [1.2258, -5.5718, 3.6604], [2.8835, -4.9879, 3.6592], [1.4020, -6.0443, 1.2527], [0.9937, -2.7187, -1.4051], [2.0208, 0.1091, 3.6002], [3.1720, 2.3941, -4.5557], [2.4259, 2.1069, -3.2794], [1.2965, 1.5241, -3.3158], [2.8863, 2.4500, -2.1683], [2.4668, 2.5282, -5.3707], [3.8310, 1.5607, -4.7915], [3.7778, 3.2849, -4.4148], [-8.0958, 3.7963, -2.5289], [-7.1096, 4.2886, -3.3056], [-7.4438, 3.9838, -4.5677], [-7.2126, 5.6292, -3.2105], [-5.7571, 3.7808, -2.9014], [-4.9724, 3.0598, -3.7936], [-3.7197, 2.6322, -3.4096], [-3.2336, 2.9166, -2.1290], [-4.0480, 3.6146, -1.2305], [-5.3002, 4.0445, -1.6131], [-1.9258, 2.5241, -1.7720], [-0.7774, 2.2079, -1.4898], [-5.3420, 2.8427, -4.7835], [-3.0957, 2.0859, -4.0976], [-3.6773, 3.8260, -0.2413], [-5.9249, 4.5891, -0.9216]], "forces_ev_per_a": [[0.623, -0.570, -0.451], [-0.214, 0.048, 0.050], [0.318, -0.245, 0.627], [0.080, 0.069, -0.082], [-0.026, 0.036, 0.181], [-0.010, -0.176, -0.101], [0.016, 0.292, -0.011], [-0.013, 0.450, -0.027], [0.019, 0.027, 0.020], [0.007, -0.348, 0.042], [0.108, -0.171, 0.128], [0.175, 0.250, 0.430], [-0.058, -0.007, -0.140], [-0.082, 0.313, -0.333], [-0.004, -0.092, -0.233], [-0.231, 0.595, 0.023], [-0.130, -0.210, -0.770], [0.254, -0.924, 0.782], [-0.153, 0.033, -0.266], [-0.094, 1.063, 0.142], [0.069, -0.060, 0.090], [0.069, 0.033, -0.015], [0.024, -0.075, -0.047], [-0.062, -0.070, -0.185], [-0.039, -0.010, 0.066], [0.009, 0.026, 0.008], [0.053, -0.025, 0.011], [-0.010, -0.044, -0.001], [-0.035, -0.125, 0.000], [-0.006, 0.021, -0.118], [0.024, 0.039, 0.030], [-0.234, 0.018, 0.244], [0.659, 0.324, -0.730], [-0.596, -0.341, 0.182], [-0.035, -0.132, 0.560], [0.004, -0.019, -0.054], [0.002, -0.086, 0.030], [0.029, 0.010, -0.017], [0.061, -0.155, 0.205], [-0.451, 0.153, -0.051], [0.209, -0.194, -0.190], [0.250, 0.117, 0.126], [0.008, -0.048, -0.051], [-0.287, 0.187, 0.095], [0.145, 0.034, 0.224], [-0.706, 0.199, -0.274], [0.102, -0.054, -0.093], [-0.119, -0.020, -0.253], [1.753, -0.493, 0.546], [-1.544, 0.331, -0.393], [-0.028, 0.009, -0.077], [0.091, -0.071, -0.074], [0.059, 0.020, 0.131], [-0.052, 0.069, 0.061]], "homo_ha": [-0.3122, -0.3210], "s_squared": 6.06, "molar_mass_da": 543.35, "multiplicity": 5, "energy_ev": -80137.0747}